{
  "formula": "C23H55FN6O2Se2Si5Tl",
  "method": "ωB97M-V/def2-TZVPD",
  "orbital_gap_ev": 4.6159,
  "molar_mass_g_mol": 969.46,
  "total_energy_ha": -7910.8231,
  "total_charge": 1,
  "species": ["Tl", "C", "Se", "C", "C", "Se", "C", "H", "H", "H", "H", "H", "H", "H", "H", "H", "H", "C", "Si", "C", "C", "N", "C", "C", "C", "C", "C", "C", "F", "H", "H", "H", "H", "H", "H", "H", "H", "H", "H", "H", "H", "H", "N", "N", "C", "N", "N", "N", "O", "O", "H", "H", "H", "H", "H", "C", "Si", "C", "C", "Si", "Si", "C", "C", "C", "Si", "C", "C", "C", "H", "H", "H", "H", "H", "H", "H", "H", "H", "H", "H", "H", "H", "H", "H", "H", "H", "H", "H", "H", "H", "H", "H", "H", "H", "H", "H"],
  "coordinates": [[-0.517263, 0.274571, -0.121688], [3.725763, 0.437337, 2.545797], [1.940486, -0.309710, 2.318223], [1.150126, 0.562776, 3.879690], [1.145796, 2.079724, 3.832835], [-0.275078, 2.832350, 2.722517], [0.226581, 4.677838, 3.085152], [4.113257, 0.152206, 3.521365], [3.720655, 1.518885, 2.436686], [4.348640, 0.002664, 1.765669], [1.718664, 0.234358, 4.746493], [0.146402, 0.145427, 3.956604], [2.082928, 2.473977, 3.445077], [0.995977, 2.484246, 4.832682], [1.221333, 4.867804, 2.687598], [0.206884, 4.847388, 4.158714], [-0.496571, 5.331399, 2.603099], [-2.858772, -1.499101, -3.740485], [-1.757691, -2.593066, -2.666772], [-2.413930, -4.347661, -2.818170], [-0.071105, -2.580890, -3.510773], [-1.541725, -2.043660, -1.046375], [-2.445790, -2.380065, -0.048502], [-3.749245, -2.890191, -0.276943], [-4.637980, -3.194887, 0.742932], [-4.290149, -3.006081, 2.074688], [-3.027496, -2.504529, 2.353293], [-2.171290, -2.216528, 1.315368], [-0.946108, -1.710275, 1.653936], [-2.620887, -1.660394, -4.799689], [-2.720508, -0.433813, -3.515816], [-3.919442, -1.738001, -3.606103], [-1.935063, -4.873240, -3.651198], [-3.494863, -4.364722, -2.995594], [-2.224860, -4.921817, -1.902879], [-0.196117, -2.655184, -4.599589], [0.549096, -3.428710, -3.191936], [0.472509, -1.653985, -3.301987], [-4.059329, -3.044535, -1.307473], [-5.619455, -3.583053, 0.490165], [-4.981579, -3.236479, 2.874209], [-2.690855, -2.336603, 3.371024], [1.686104, -2.281875, -0.237661], [2.743768, -2.004595, -1.108288], [2.847802, -0.868917, -1.772860], [3.962449, -0.654621, -2.474937], [1.816861, 0.008732, -1.664455], [1.838766, 1.139710, -2.384441], [2.751377, 1.460578, -3.144409], [0.864506, 1.896052, -2.224103], [1.959834, -3.021322, 0.391567], [0.811921, -2.543218, -0.708037], [3.486174, -2.671063, -1.193380], [4.680936, -1.353794, -2.547529], [3.984273, 0.153815, -3.070240], [-1.994782, 5.867770, -2.387604], [-1.512208, 4.592033, -1.102967], [0.301648, 4.722829, -0.656610], [-2.536204, 4.829648, 0.443300], [-1.972241, 2.559967, -2.249088], [-0.920686, 2.526965, -4.375455], [-2.360005, 3.143747, -5.416633], [0.444750, 3.801740, -4.429587], [-0.385894, 0.857111, -5.001520], [-3.964229, 1.665250, -1.287454], [-3.715959, 1.495018, 0.561427], [-4.752968, 0.104981, -1.898460], [-5.129928, 3.081925, -1.702768], [-1.845027, 6.877817, -1.990795], [-3.048460, 5.779986, -2.679964], [-1.382742, 5.768058, -3.292059], [0.420777, 5.311711, 0.258403], [0.872059, 5.210907, -1.453600], [0.745018, 3.735818, -0.483245], [-2.404625, 5.857053, 0.800989], [-2.218244, 4.151157, 1.237864], [-3.606517, 4.669992, 0.282734], [-2.731807, 4.114689, -5.065675], [-3.197031, 2.435551, -5.420836], [-2.027869, 3.273922, -6.453873], [0.806522, 4.065508, -3.432495], [0.099553, 4.711039, -4.931133], [1.297297, 3.402482, -4.984778], [-1.235447, 0.306112, -5.410365], [0.062069, 0.237534, -4.219466], [0.357372, 0.992272, -5.793442], [-3.614237, 0.433905, 0.823249], [-4.601414, 1.881849, 1.081860], [-2.849755, 2.031498, 0.951820], [-4.131626, -0.768969, -1.693196], [-4.970082, 0.137391, -2.970488], [-5.698920, -0.015549, -1.358774], [-4.730559, 4.076590, -1.477358], [-6.053499, 2.950197, -1.128479], [-5.396216, 3.060140, -2.766847]],
  "atomic_forces_ev_per_a": [[-0.15, -0.58, -0.42], [-0.07, -0.02, -0.15], [-0.12, 0.17, 0.15], [0.06, 0.04, -0.13], [-0.10, 0.05, -0.05], [0.03, -0.06, -0.01], [0.01, -0.09, -0.02], [0.00, 0.00, -0.02], [0.03, -0.04, -0.02], [0.02, 0.03, 0.04], [0.02, -0.09, 0.06], [-0.03, 0.04, 0.07], [0.06, -0.02, 0.08], [0.00, -0.02, 0.06], [-0.02, 0.04, 0.01], [-0.01, 0.03, 0.00], [0.01, -0.03, 0.01], [-0.05, -0.03, -0.23], [0.33, 0.02, -0.07], [-0.12, -0.16, 0.11], [0.10, 0.02, -0.02], [0.07, 0.30, 0.64], [-0.20, -0.02, -0.47], [0.04, 0.03, -0.06], [-0.01, -0.02, -0.05], [-0.02, 0.01, -0.05], [0.00, 0.01, 0.08], [-0.34, -0.07, -0.03], [0.66, 0.19, 0.16], [-0.02, 0.00, 0.12], [0.02, -0.14, -0.10], [0.21, 0.04, -0.08], [-0.03, 0.08, 0.06], [0.14, -0.06, 0.00], [-0.01, 0.06, -0.14], [0.05, 0.00, 0.19], [-0.07, 0.12, 0.00], [0.03, -0.08, 0.00], [-0.02, 0.01, 0.18], [0.09, 0.03, 0.01], [0.04, 0.00, -0.03], [-0.02, -0.01, -0.08], [-0.58, 0.13, 0.07], [-0.39, -0.35, 0.19], [0.14, 0.98, -0.29], [0.13, -0.35, 0.01], [-0.17, -0.28, -0.01], [0.22, 0.49, 0.04], [-0.30, -0.07, 0.01], [0.24, -0.58, 0.18], [0.09, 0.06, 0.13], [0.17, 0.03, -0.25], [0.12, -0.28, -0.11], [-0.05, -0.06, 0.05], [0.03, 0.18, -0.10], [-0.10, 0.00, -0.26], [0.16, 0.21, 0.16], [0.23, -0.16, -0.10], [-0.21, -0.12, 0.03], [0.13, -0.21, 0.31], [-0.15, 0.14, -0.39], [-0.22, 0.02, 0.05], [0.05, 0.25, 0.19], [0.03, -0.24, 0.21], [-0.38, -0.10, 0.20], [0.08, 0.03, 0.16], [0.04, -0.06, -0.24], [0.12, 0.30, -0.24], [-0.01, -0.10, 0.00], [0.13, 0.05, 0.04], [-0.09, 0.05, 0.14], [-0.05, -0.02, -0.11], [-0.06, -0.06, 0.10], [-0.05, 0.19, 0.04], [0.02, -0.07, -0.06], [-0.04, 0.07, -0.02], [0.13, 0.05, 0.05], [0.03, -0.11, -0.09], [0.10, 0.10, -0.02], [-0.02, -0.01, 0.12], [-0.02, -0.02, -0.21], [0.04, -0.09, 0.00], [-0.04, 0.02, 0.03], [0.07, 0.02, 0.02], [-0.04, 0.06, -0.15], [-0.07, 0.02, 0.04], [0.00, 0.10, -0.04], [0.09, -0.07, -0.09], [-0.05, -0.02, 0.04], [-0.15, 0.18, 0.06], [-0.02, -0.01, 0.19], [0.06, 0.06, 0.03], [-0.13, -0.13, -0.03], [0.09, -0.01, -0.03], [0.02, 0.01, 0.15]],
  "nbo_charge": [0.7457, -0.7870, 0.3196, -0.5770, -0.5618, 0.2816, -0.7782, 0.2291, 0.2167, 0.2279, 0.2327, 0.2390, 0.2143, 0.2282, 0.2192, 0.2288, 0.2301, -1.1344, 1.8356, -1.1412, -1.1257, -1.3037, 0.0858, -0.2799, -0.1903, -0.2580, -0.2702, 0.3551, -0.3787, 0.2358, 0.2069, 0.2355, 0.2406, 0.2341, 0.2457, 0.2397, 0.2286, 0.2096, 0.2098, 0.2167, 0.2211, 0.2264, -0.6516, -0.3874, 0.6252, -0.7721, -0.4923, 0.6347, -0.4279, -0.4695, 0.3835, 0.4165, 0.3960, 0.4063, 0.4496, -1.1196, 1.1927, -1.1165, -1.1186, 0.4655, 1.2619, -1.1265, -1.1256, -1.1228, 1.2374, -1.1240, -1.1349, -1.1121, 0.2594, 0.2429, 0.2449, 0.2474, 0.2496, 0.2586, 0.2527, 0.2404, 0.2453, 0.2397, 0.2431, 0.2596, 0.2530, 0.2418, 0.2611, 0.2570, 0.2436, 0.2562, 0.2615, 0.2597, 0.2380, 0.2731, 0.2485, 0.2575, 0.2342, 0.2615, 0.2480]
}